[1]
Here is C37H51BBrI3N2O17P as an isolated structure from OMol25. Energies are from wB97M-V/def2-TZVPD.

Last column: Mulliken charge in e.
Cartesian coordinates (Å):
C  6.0744  -2.4042  -2.9667  -0.05
C  5.2898  -2.9958  -3.6496  -0.23
C  4.1597  -3.7738  -4.1525  -1.31
C  2.9057  -2.8781  -4.2538  -0.55
C  2.3774  -2.7873  -2.8192  -1.26
N  1.1278  -2.0165  -2.4868  1.08
C  1.0184  -1.9019  -0.9650  2.45
C  -0.3862  -2.1554  -0.3908  -2.40
C  -0.9063  -1.1080  0.6091  0.46
C  -2.3996  -1.3877  0.8511  -0.86
O  -3.2506  -0.3574  0.3611  -0.65
P  1.9828  -3.2310  -0.0410  0.38
O  1.5190  -4.5986  -0.3507  -0.77
C  1.7972  -0.6344  -0.5721  -4.11
N  1.5586  0.5980  -1.3437  1.99
C  2.1613  1.6702  -0.6426  -0.70
I  4.2043  1.4537  0.0659  0.03
C  1.4995  2.7820  -0.3371  -0.08
C  0.0725  3.0104  -0.7339  -0.15
I  2.3331  4.3664  0.7597  0.06
C  1.8111  0.4557  -2.8061  0.32
C  3.3243  0.2702  -3.1231  -0.84
C  3.7471  0.5902  -4.5364  -0.55
O  3.2564  0.2075  -5.5436  -0.46
I  5.4894  1.8825  -4.7113  0.09
B  1.4748  1.8491  -3.5738  1.06
O  2.2109  2.9737  -3.2335  -0.86
O  0.5815  1.9596  -4.5849  -0.44
C  0.8747  2.8842  -5.6341  -0.88
C  0.8473  -0.7328  -3.2366  -0.09
Br  -0.9323  0.0215  -2.5996  0.05
C  0.5674  -1.0178  -4.7361  -0.58
C  -0.8566  -1.1070  -5.2553  -0.47
C  -1.4119  -0.1256  -6.0550  0.33
C  -2.6989  -0.2619  -6.5496  -0.92
C  -3.4611  -1.3799  -6.2674  -0.47
C  -2.8956  -2.3925  -5.5000  -0.98
C  -1.6135  -2.2475  -5.0130  -0.11
H  6.7743  -1.8756  -2.3682  0.43
H  4.4187  -4.1366  -5.1462  0.48
H  3.9885  -4.6517  -3.5323  0.51
H  2.2311  -3.3875  -4.9326  0.59
H  3.2463  -1.9421  -4.6750  0.14
H  2.1516  -3.8234  -2.5836  1.00
H  3.2256  -2.4441  -2.2404  0.26
H  0.3462  -2.6227  -2.7536  0.82
H  -1.1077  -2.2842  -1.1976  0.37
H  -0.4358  -3.1043  0.1453  1.19
H  -0.7443  -0.0927  0.2569  -0.19
H  -0.3558  -1.2720  1.5334  0.29
H  -2.6928  -2.3113  0.3636  0.56
H  -2.5387  -1.4986  1.9190  0.28
H  -2.8094  0.1043  -0.3555  0.34
H  1.6754  -2.8859  1.2890  0.17
H  3.3611  -3.0229  -0.2398  0.13
H  2.8601  -0.8911  -0.7019  0.57
H  1.6995  -0.3845  0.4801  1.14
H  -0.3434  3.8418  -0.1750  0.67
H  -0.5334  2.1296  -0.5423  -0.51
H  -0.0094  3.2901  -1.7847  0.13
H  3.8335  1.0095  -2.5131  1.21
H  3.7970  -0.6718  -2.8487  -0.55
H  3.0661  3.0507  -3.6787  0.24
H  0.2661  2.6296  -6.4970  0.25
H  1.9150  2.8396  -5.9487  0.29
H  0.6275  3.9018  -5.3471  0.37
H  1.0830  -0.3294  -5.3912  0.79
H  0.9166  -2.0066  -5.0167  -0.25
H  -0.8626  0.7668  -6.3114  0.19
H  -3.1060  0.5323  -7.1579  0.41
H  -4.4720  -1.4982  -6.6235  0.44
H  -3.4751  -3.2753  -5.2788  0.42
H  -1.1710  -3.0450  -4.4195  0.28
C  1.0907  3.4014  5.4956  -0.13
C  -0.2316  3.5749  4.7843  -0.23
O  -0.0719  2.7037  3.6523  -0.15
C  0.8512  1.7726  3.9582  0.52
O  1.0848  0.8118  3.2867  -0.55
O  1.4749  2.0686  5.1160  -0.34
H  1.0026  3.4876  6.5722  0.14
H  1.8506  4.0987  5.1373  0.27
H  -1.0785  3.2303  5.3788  0.22
H  -0.4193  4.5953  4.4623  0.32
C  -3.5064  -4.4191  5.1075  -0.33
C  -4.7115  -4.7562  4.2549  -0.30
O  -4.3161  -4.2660  2.9671  -0.31
C  -2.9686  -4.2303  2.9272  0.62
O  -2.3310  -4.0276  1.9419  -0.49
O  -2.4401  -4.4500  4.1496  -0.31
H  -3.3266  -5.1376  5.9022  0.30
H  -3.5635  -3.4175  5.5362  0.25
H  -4.8872  -5.8302  4.1821  0.28
H  -5.6232  -4.2674  4.5864  0.29
C  -4.9968  3.7963  0.9899  -0.41
C  -3.6791  3.0516  0.9586  0.05
O  -2.7835  3.9853  1.5602  -0.18
C  -3.5084  4.8229  2.3440  0.53
O  -3.0401  5.5989  3.1084  -0.52
O  -4.8346  4.6438  2.1321  -0.34
H  -5.8558  3.1430  1.1152  0.32
H  -5.1482  4.4197  0.1067  0.28
H  -3.6932  2.1407  1.5590  0.17
H  -3.3509  2.8054  -0.0494  0.09
C  0.0674  1.4890  10.4914  -0.34
C  1.1807  1.7224  9.4914  -0.38
O  0.5198  2.4905  8.4779  -0.28
C  -0.5519  3.1038  9.0449  0.61
O  -1.2007  3.9368  8.5034  -0.50
O  -0.7688  2.6341  10.2917  -0.35
H  0.4161  1.4458  11.5194  0.31
H  -0.5111  0.5903  10.2714  0.25
H  1.9983  2.3152  9.9039  0.27
H  1.5823  0.8033  9.0733  0.32

As for the HOMO-LUMO gap: 8.45 eV. The calculation puts the highest occupied orbital energy at -10.93 eV. Its total charge is +1. As for the multiplicity: 1.

[2]
Here is C37H51CaN4OP2 as an isolated structure from OMol25. Energies are from wB97M-V/def2-TZVPD.

Last column: Mulliken charge in e.
Cartesian coordinates (Å):
C  1.9264  -1.8513  -1.6505  0.03
C  1.5214  0.2532  -2.6652  -1.22
C  2.7592  -2.2252  -2.7113  -1.19
C  2.3326  -0.0894  -3.7603  -1.00
C  2.9748  -1.3288  -3.7705  -1.13
H  3.2155  -3.2189  -2.7138  0.53
H  2.4471  0.6158  -4.5880  0.58
H  3.6218  -1.6100  -4.6075  0.45
N  1.3613  -0.6098  -1.6175  1.47
P  -0.1994  -2.4066  0.0639  -1.42
P  0.5872  2.1931  -0.8591  -0.46
C  1.5471  -2.7985  -0.5400  -1.09
H  1.7007  -3.8452  -0.8539  0.76
H  2.1802  -2.6116  0.3487  0.43
C  0.6519  1.4713  -2.6198  -0.21
H  0.9299  2.1917  -3.4030  1.56
C  -0.7194  3.6114  -0.9774  2.31
C  2.3248  2.9389  -0.5561  2.25
C  -1.3761  -3.2163  -1.2126  2.44
C  -0.3097  -3.3551  1.7240  2.80
C  -2.0170  3.1781  -0.2585  -1.73
H  -1.9059  3.2439  0.8344  0.35
H  -2.8208  3.8730  -0.5666  0.50
H  -2.3232  2.1526  -0.5050  0.19
C  -0.2121  4.8658  -0.2350  -1.68
H  -0.0849  4.6722  0.8435  0.29
H  0.7324  5.2594  -0.6411  0.28
H  -0.9749  5.6587  -0.3428  0.55
C  -1.0419  3.9567  -2.4456  -1.64
H  -1.4368  4.9890  -2.4899  0.59
H  -0.1563  3.9099  -3.0996  0.14
H  -1.8180  3.2910  -2.8563  0.35
C  2.3783  3.5407  0.8670  -1.61
H  1.5521  3.1611  1.4878  0.14
H  3.3278  3.2309  1.3423  0.43
H  2.3465  4.6388  0.8699  0.41
C  3.3574  1.7894  -0.6061  -1.85
H  2.9831  0.8760  -0.1204  -0.04
H  3.6575  1.5461  -1.6370  0.30
H  4.2621  2.1178  -0.0619  0.80
C  2.7289  3.9837  -1.6144  -1.66
H  1.9485  4.1021  -2.3866  0.31
H  2.9407  4.9732  -1.1801  0.43
H  3.6496  3.6409  -2.1227  0.35
C  -1.7045  -3.1171  2.3391  -1.75
H  -1.6047  -3.0741  3.4396  0.46
H  -2.1303  -2.1572  2.0009  0.13
H  -2.4162  -3.9234  2.1007  0.38
C  0.7350  -2.7659  2.6917  -1.97
H  1.7418  -2.7132  2.2468  0.35
H  0.4533  -1.7553  3.0229  0.20
H  0.7941  -3.4238  3.5792  0.74
C  -0.0204  -4.8639  1.5763  -1.52
H  0.6337  -5.1809  2.4100  0.34
H  -0.9258  -5.4854  1.6082  0.38
H  0.5198  -5.0810  0.6389  0.30
C  -1.1649  -2.4925  -2.5605  -1.42
H  -1.0297  -3.1999  -3.3963  0.34
H  -2.0661  -1.8886  -2.7751  0.33
H  -0.3059  -1.8074  -2.5157  -0.14
C  -2.8179  -2.9279  -0.7348  -1.76
H  -2.8871  -1.8885  -0.3698  0.32
H  -3.5064  -3.0490  -1.5927  0.53
H  -3.1445  -3.6173  0.0591  0.30
C  -1.1657  -4.7229  -1.4457  -1.71
H  -0.1411  -4.9506  -1.7893  0.36
H  -1.3805  -5.3282  -0.5508  0.30
H  -1.8606  -5.0530  -2.2408  0.52
Ca  0.0000  0.0000  0.0000  3.11
C  1.3857  -0.0215  1.3442  -0.87
O  2.1619  0.0628  2.2313  -0.30
N  -1.2681  0.2422  -1.7255  -0.49
C  -0.8034  0.8720  -2.7386  0.51
C  -1.5392  1.0071  -4.0266  -0.05
C  -2.9529  0.9915  -3.9913  -0.04
C  -0.9042  1.1392  -5.2803  -0.21
C  -3.7008  1.1093  -5.1646  -0.89
H  -3.4308  0.8818  -3.0130  0.35
C  -1.6558  1.2529  -6.4587  -0.96
H  0.1881  1.1460  -5.3463  0.29
C  -3.0560  1.2407  -6.4071  -0.49
H  -4.7953  1.1000  -5.1150  0.40
H  -1.1426  1.3510  -7.4217  0.41
H  -3.6425  1.3325  -7.3275  0.40
N  1.4209  0.2849  6.6722  -0.46
C  0.5429  0.3377  5.9183  -0.15
C  -0.5287  0.4104  4.9395  -0.31
C  -1.8278  0.2560  5.3042  -0.45
C  -2.7902  0.2333  4.2911  -0.95
C  -2.4180  0.2647  2.9073  -0.43
N  -1.1107  0.3775  2.5215  0.38
C  -0.2205  0.5507  3.5944  -0.20
H  -2.0638  0.1519  6.3618  0.52
H  -3.8142  0.1292  4.5950  0.43
H  -3.1766  0.1514  2.1619  0.55
H  0.7874  0.7397  3.5411  0.78

As for the HOMO-LUMO gap (alpha / beta): 6.06 / 6.07 eV. The calculation puts the highest occupied orbital energy (alpha / beta) at -9.82 / -9.82 eV. Its total charge is +1. As for the multiplicity: 1.